A 16-piece molecular cluster, C86H212Cl6N14 overall in a non-equilibrium geometry, computed with wB97M-V/def2-TZVPD.

```
! RIJCOSX wB97M-V def2-TZVPD def2/J DEFGRID3
* xyz 0 1
C 18.4408 17.6117 18.5521
Cl 18.9611 17.1396 16.9288
Cl 19.3868 19.0222 19.1439
Cl 18.6678 16.2514 19.6819
H 17.3584 17.8724 18.5653
C 13.5517 12.6294 22.1023
Cl 12.4528 11.9748 23.3601
Cl 15.2003 12.1717 22.4750
Cl 13.4148 14.3881 21.9825
H 13.2573 12.0670 21.2550
C 19.4444 24.3316 15.9387
C 19.8443 22.8626 16.1392
N 19.4730 22.2153 17.3861
C 18.0209 22.1238 17.5252
C 17.4283 21.3471 16.3703
C 20.1659 22.7844 18.5326
C 21.6490 22.3798 18.5949
H 19.8775 24.9121 16.7010
H 18.3343 24.4113 16.0018
H 19.8295 24.6983 14.9645
H 19.5267 22.2235 15.2783
H 20.9497 22.8353 16.1107
H 17.6054 23.1005 17.7059
H 17.8523 21.6222 18.4807
H 17.2460 21.9443 15.5053
H 16.4457 20.9875 16.6006
H 18.0669 20.5495 16.0241
H 20.1507 23.9010 18.6219
H 19.7176 22.4709 19.4538
H 22.3106 22.9828 17.9498
H 22.0711 22.5482 19.6006
H 21.6712 21.3088 18.3585
C 10.2369 14.4061 20.3218
C 9.2328 15.4916 20.8285
N 9.7811 16.2324 21.9538
C 8.7121 16.8152 22.7467
C 8.0658 15.8453 23.6857
C 10.7013 17.2938 21.5870
C 10.1502 18.4598 20.7780
H 11.2102 14.8453 20.2220
H 10.0483 13.9753 19.3099
H 10.3221 13.5810 21.0744
H 8.9184 16.0810 19.9862
H 8.3311 15.0099 21.1781
H 9.1739 17.5901 23.3379
H 7.9879 17.3351 22.1857
H 8.8900 15.4756 24.2771
H 7.2800 16.2689 24.2706
H 7.6570 15.0044 23.1264
H 11.5009 16.8308 20.9921
H 11.2335 17.6542 22.4872
H 9.3692 18.0458 20.1000
H 10.8999 18.9852 20.1403
H 9.6864 19.2218 21.4152
C 8.3116 21.3484 19.0381
C 9.6628 21.1411 18.3380
N 9.5718 21.3273 16.9092
C 9.2999 22.7000 16.5637
C 10.0822 23.7829 17.2746
C 10.7249 20.8419 16.2056
C 10.3769 20.2429 14.8352
H 7.4882 20.9667 18.4159
H 8.1055 22.4110 19.1884
H 8.3762 20.9504 20.0455
H 10.4667 21.7272 18.7606
H 9.8575 20.0828 18.4767
H 9.3378 22.8333 15.4980
H 8.2753 22.9099 16.8710
H 9.7711 24.7400 16.9461
H 9.8591 23.7988 18.3261
H 11.1742 23.5752 17.2237
H 11.2675 20.0914 16.7954
H 11.4734 21.6221 16.1082
H 9.5973 19.4621 14.9905
H 11.2550 19.7943 14.3153
H 10.0267 21.0073 14.1650
C 10.1917 16.5341 17.4793
C 10.7961 16.5898 16.0571
N 10.9011 15.2856 15.4601
C 11.9748 14.5414 16.1088
C 11.8846 13.0583 15.8363
C 11.1765 15.3246 14.0013
C 9.9577 15.7906 13.2315
H 10.8759 16.2183 18.2490
H 9.3271 15.8914 17.5043
H 9.9604 17.5958 17.6831
H 10.2011 17.2009 15.3766
H 11.7214 17.1544 16.1877
H 12.9248 14.9194 15.7234
H 11.9838 14.7280 17.1826
H 10.9459 12.5807 16.1563
H 11.9609 12.8280 14.7695
H 12.6995 12.5259 16.2902
H 11.4637 14.3640 13.6189
H 12.0252 15.9947 13.7323
H 10.1019 15.6735 12.1811
H 9.7731 16.8706 13.3608
H 9.0735 15.2450 13.4755
C 12.3313 15.0063 27.7925
C 11.3904 15.9138 26.9393
N 12.1053 17.1397 26.4052
C 11.1920 18.1309 25.8101
C 10.3921 18.8190 26.8912
C 12.9632 16.6184 25.3150
C 14.0331 17.6051 24.8006
H 12.2036 15.3379 28.8369
H 13.3560 15.1785 27.4892
H 12.0439 13.9312 27.6468
H 10.8973 15.3590 26.1643
H 10.6280 16.3349 27.5375
H 10.5273 17.7348 25.0351
H 11.7875 18.7974 25.2274
H 9.7590 19.5261 26.3602
H 11.0700 19.4093 27.5626
H 9.7355 18.0821 27.3331
H 13.5073 15.7362 25.6353
H 12.5070 16.1284 24.4575
H 14.4331 18.1860 25.6119
H 14.8729 17.0765 24.3509
H 13.7408 18.3112 24.0247
C 19.6216 22.5781 25.8334
C 19.8725 21.0862 25.6322
N 18.9070 20.1874 26.1628
C 19.2701 18.8582 25.7200
C 18.9343 18.6476 24.2744
C 18.7868 20.2124 27.6187
C 17.3457 19.9460 28.1458
H 18.5523 22.7256 25.6040
H 20.1802 23.2856 25.2207
H 19.8146 22.8659 26.9122
H 19.9912 20.8199 24.5529
H 20.8647 20.8623 26.0739
H 20.3355 18.6279 25.8797
H 18.7465 18.1611 26.3355
H 17.9034 18.8944 24.0321
H 19.6090 19.1679 23.5617
H 19.1441 17.6028 24.0475
H 19.1778 21.1439 27.9941
H 19.4705 19.4481 28.0374
H 16.7398 20.8532 27.9779
H 17.3627 19.6103 29.2189
H 16.7931 19.0969 27.6116
C 17.1059 26.0076 20.8635
C 17.5978 24.7599 20.1525
N 17.6825 23.4957 20.8187
C 16.4285 23.1271 21.3511
C 15.4160 22.7197 20.3052
C 18.7562 23.3912 21.7734
C 19.2582 21.9621 21.9646
H 17.8868 26.5239 21.3989
H 16.2634 25.8963 21.5659
H 16.7338 26.6530 20.0479
H 16.9696 24.5883 19.3122
H 18.5799 24.9959 19.7336
H 16.6022 22.2280 22.0144
H 16.0800 23.9152 22.0056
H 14.5305 22.3091 20.8426
H 15.0252 23.5194 19.6320
H 15.7413 21.9586 19.6305
H 18.5245 23.8823 22.7120
H 19.5737 23.9755 21.2815
H 19.8668 21.7316 21.1050
H 18.4968 21.1907 22.1330
H 19.9384 21.9823 22.8175
C 16.1939 13.0320 26.7259
C 17.5152 13.7040 26.3833
N 17.4017 15.0963 25.9915
C 16.8121 15.2243 24.5943
C 17.6431 14.5492 23.5326
C 16.8430 15.9525 26.9778
C 17.5702 15.8545 28.3249
H 16.3965 11.9645 26.4876
H 15.3863 13.3551 26.1371
H 15.9198 13.2290 27.7573
H 18.2531 13.5222 27.1614
H 17.9563 13.2081 25.4749
H 15.7395 14.9196 24.5552
H 16.8629 16.3138 24.4332
H 17.4499 15.1054 22.5929
H 18.7116 14.7523 23.7509
H 17.5336 13.4530 23.2581
H 15.7317 15.7382 27.1163
H 16.8662 16.9915 26.5523
H 17.3703 14.9219 28.8659
H 17.4492 16.6638 29.0769
H 18.6503 15.8753 28.0833
C 15.7283 24.9238 26.0041
C 14.7164 24.2964 25.0403
N 14.0048 23.0748 25.5443
C 14.8735 22.0444 25.9523
C 15.7264 21.5118 24.7682
C 12.9120 23.3267 26.4532
C 11.7978 22.3616 26.1982
H 16.1334 25.7542 25.4691
H 16.5610 24.2295 26.1398
H 15.4409 25.3487 26.9638
H 14.0006 25.0542 24.7584
H 15.2424 23.9444 24.1348
H 14.2726 21.1893 26.2511
H 15.5506 22.3416 26.7738
H 16.0455 20.4555 24.9072
H 16.6046 22.0731 24.4603
H 14.9738 21.5059 23.9426
H 13.2966 23.1640 27.4296
H 12.5733 24.3495 26.4338
H 11.2710 22.6444 25.2479
H 12.1941 21.3666 26.1791
H 10.9508 22.4260 26.9403
C 10.9992 9.4111 19.1545
C 11.7671 10.5867 19.7675
N 13.2304 10.4455 20.0122
C 14.0295 10.9187 18.8723
C 14.0761 12.3980 18.7254
C 13.5531 9.0879 20.5276
C 13.1720 8.9912 21.9955
H 10.0444 9.6883 18.7797
H 10.8702 8.6659 19.9716
H 11.4963 8.8581 18.3235
H 11.6234 11.4650 19.1131
H 11.3679 10.9410 20.7225
H 15.0261 10.5458 19.1092
H 13.6799 10.3426 17.9752
H 13.1566 12.8962 18.4533
H 14.4278 12.8975 19.6477
H 14.7679 12.6663 17.9342
H 14.6307 9.0115 20.3210
H 13.0450 8.2582 20.0296
H 13.6738 9.7161 22.6018
H 13.5101 8.0428 22.3741
H 12.1168 9.0150 22.1605
C 18.5459 10.4947 14.5054
C 17.9363 11.8162 13.8543
N 16.7335 12.3162 14.5413
C 17.0903 12.6548 15.9297
C 18.2689 13.5320 16.2035
C 16.2495 13.5163 13.7694
C 14.9784 14.1982 14.3243
H 17.7116 9.8191 14.5098
H 18.8960 10.6313 15.5068
H 19.3401 10.1706 13.8320
H 18.6542 12.6526 13.7406
H 17.6222 11.6186 12.7972
H 16.1875 13.0414 16.4500
H 17.1932 11.6819 16.4112
H 19.2130 13.0449 15.9970
H 18.1847 14.4300 15.5578
H 18.2733 13.8776 17.1826
H 15.9380 13.1978 12.7258
H 17.0891 14.2014 13.5832
H 14.1288 13.5684 14.5279
H 14.5960 15.0251 13.6533
H 15.2565 14.7867 15.2236
C 14.6449 23.9686 16.1599
C 15.0440 23.5842 14.6998
N 14.0526 23.9135 13.6676
C 12.7294 23.3108 13.9516
C 11.6801 23.7269 12.9237
C 14.5497 23.5015 12.3750
C 15.6695 24.4196 11.8231
H 13.8236 23.4134 16.5816
H 14.4029 25.0233 16.2901
H 15.5296 23.9122 16.8378
H 16.0332 24.0087 14.4884
H 15.2634 22.4927 14.7078
H 12.8036 22.2419 14.0439
H 12.3108 23.7884 14.8270
H 10.6793 23.7933 13.3806
H 11.7341 24.7843 12.5331
H 11.5675 23.0290 12.0520
H 13.7725 23.3683 11.6088
H 14.9218 22.4279 12.4346
H 16.5644 24.4862 12.4263
H 15.3018 25.4259 11.7160
H 15.9951 24.0340 10.8577
C 15.3973 16.3147 17.5882
C 15.0687 16.5764 19.0121
N 15.5676 17.8645 19.4413
C 15.1932 18.0689 20.8302
C 15.8346 19.1853 21.5945
C 15.1450 18.9841 18.6066
C 13.6871 19.3644 18.5636
H 16.4521 16.3505 17.3529
H 14.9229 16.9780 16.8554
H 15.0842 15.2941 17.3251
H 13.9781 16.4192 19.2340
H 15.5082 15.7826 19.5999
H 15.4295 17.1295 21.3617
H 14.0916 18.1848 20.9242
H 16.9247 19.0372 21.6036
H 15.4826 19.1414 22.6152
H 15.6077 20.1767 21.1509
H 15.7447 19.8102 18.9746
H 15.5198 18.8183 17.5942
H 13.1136 18.5746 18.0821
H 13.2334 19.6057 19.5407
H 13.6691 20.2206 17.8800
C 17.3783 18.6346 13.4973
C 16.2960 17.6862 14.0323
N 14.9979 17.8036 13.3502
C 14.4838 19.2072 13.4617
C 14.1643 19.5527 14.9079
C 15.1169 17.4098 11.9628
C 13.8257 16.7447 11.4271
H 17.2186 19.6812 13.6982
H 17.4604 18.4299 12.4548
H 18.3546 18.4809 13.9620
H 16.6708 16.6456 14.1570
H 16.0471 17.9796 15.0448
H 15.2518 19.8902 12.9778
H 13.5729 19.2724 12.8854
H 15.0817 19.6671 15.5407
H 13.5656 20.4558 14.9708
H 13.5295 18.7898 15.3434
H 15.9286 16.6793 11.9228
H 15.4422 18.2660 11.3593
H 13.5695 15.9694 12.1527
H 13.9803 16.2894 10.4288
H 12.9908 17.3971 11.2997
*
```

HOMO energy   -8.05 eV
Energy   -6931.29341 Ha